[1]
106
Properties=species:S:1:pos:R:3 method="wB97M-V/def2-TZVPD" charge=0 smiles=COC[C@H](C)N.COC[C@H](C)N.COC[C@H](C)N.COC[C@H](C)N.COC[C@H](C)N.CCO.CO.CO lumo_ha=0.0223 energy_ev=-49832.0635 e_above_lowest_kcal_mol=55.8
C 15.41327 9.95200 18.18105
C 15.47436 11.45556 17.94229
O 15.06902 12.04505 19.14530
H 14.46053 9.67474 18.59459
H 16.15191 9.78004 18.96268
H 15.57177 9.37734 17.32976
H 14.79287 11.71183 17.06877
H 16.48648 11.76826 17.69044
H 15.19360 12.99696 19.19961
C 15.40482 6.25330 17.69651
O 16.47739 6.73147 16.85436
H 15.95524 5.77377 18.50345
H 14.69660 7.06937 18.11301
H 14.74416 5.63177 17.13255
H 16.18546 6.92098 15.93901
C 12.28907 10.11762 21.18796
O 12.83104 11.37485 21.15720
H 13.19029 9.41414 21.22446
H 11.76609 9.90964 22.15651
H 11.57659 9.84803 20.35716
H 13.65583 11.37692 20.59590
C 12.75824 5.31477 14.72743
C 12.89854 6.85176 14.67705
C 12.52558 7.48860 16.03720
O 11.14361 7.88194 16.02311
C 10.83649 8.46376 17.26100
N 14.34516 7.14488 14.32566
H 11.88706 5.08524 15.33939
H 13.66203 4.80697 15.11454
H 12.54082 4.92759 13.76169
H 12.26117 7.26596 13.91830
H 13.17330 8.33574 16.11831
H 12.74309 6.80101 16.88895
H 9.78822 8.71940 17.23265
H 11.49867 9.29221 17.40020
H 10.93418 7.82092 18.11553
H 14.59321 6.33314 13.76770
H 14.37966 7.95919 13.79151
C 8.20150 11.51829 20.78940
C 9.50161 12.16608 21.14381
C 10.30004 12.77828 19.93703
O 10.51750 11.83424 18.97371
C 11.68702 12.10006 18.26057
N 9.26542 13.27182 21.98193
H 7.62263 11.33226 21.71508
H 8.26355 10.59364 20.26559
H 7.60265 12.20719 20.24253
H 10.18632 11.41027 21.55994
H 11.27000 13.20682 20.36063
H 9.75820 13.65221 19.50056
H 12.60695 11.81732 18.69011
H 11.82127 13.18243 18.12248
H 11.60842 11.65231 17.23986
H 10.12548 13.77997 22.14422
H 8.80599 13.00762 22.90625
C 13.54880 15.24935 20.87149
C 15.00084 14.90200 21.07433
C 15.28740 13.57101 21.88703
O 15.35233 13.66882 23.27988
C 15.50871 12.48924 24.02980
N 15.76402 14.84418 19.83322
H 12.98958 14.56824 20.23095
H 13.40952 16.22739 20.45474
H 13.05421 15.26613 21.86486
H 15.42572 15.63761 21.77358
H 16.23088 13.05185 21.57182
H 14.49329 12.89360 21.66385
H 15.84887 12.74942 25.03089
H 16.17625 11.78726 23.53730
H 14.50098 12.00158 24.17840
H 16.78906 14.78350 19.90966
H 15.55386 15.75264 19.33506
C 19.48049 9.24863 17.00110
C 19.94776 9.01764 18.40237
C 19.16495 9.76183 19.42715
O 19.00364 11.08355 18.89586
C 18.44380 12.00524 19.91478
N 19.94931 7.59954 18.83119
H 20.04768 8.66704 16.26889
H 19.59018 10.25597 16.76828
H 18.42742 8.92750 16.96515
H 20.95851 9.42177 18.44722
H 19.68471 9.83014 20.38793
H 18.10585 9.37794 19.46040
H 18.76793 12.98755 19.72548
H 18.82831 11.65015 20.91087
H 17.37802 11.91054 19.94474
H 19.05040 7.27104 18.50695
H 20.55508 7.08146 18.22859
C 15.71004 10.50559 12.35131
C 14.86034 11.52423 13.18017
C 14.02061 10.77919 14.20945
O 13.31694 9.76062 13.56718
C 11.84926 9.98611 13.53528
N 15.73807 12.54542 13.88439
H 15.06421 9.68354 12.09507
H 16.57937 10.20716 13.06532
H 16.14235 11.09071 11.52054
H 14.15240 11.95194 12.48415
H 13.28382 11.44457 14.62644
H 14.68676 10.33692 14.99894
H 11.50315 9.92841 14.56481
H 11.44419 9.16975 12.93184
H 11.57662 10.89041 13.09873
H 16.08303 13.22929 13.28127
H 15.13999 13.05239 14.55609

[2]
108
Properties=species:S:1:pos:R:3 method="wB97M-V/def2-TZVPD" charge=0 smiles=COC[C@H](C)N.COC[C@H](C)N.COC[C@H](C)N.COC[C@H](C)N.COC[C@H](C)N.COC[C@H](C)N.O.O lumo_ha=0.0184 energy_ev=-51338.7850 e_above_lowest_kcal_mol=65.8
C -1.58390 3.15652 -1.33219
C -2.37963 4.46760 -1.59045
C -1.40900 5.52821 -1.86420
O -2.14379 6.72363 -2.07369
C -1.37898 7.82929 -2.41980
N -3.26375 4.29558 -2.72204
H -2.32113 2.39752 -1.07046
H -0.78260 3.19598 -0.59431
H -1.13942 2.78375 -2.25500
H -2.99214 4.61345 -0.70070
H -0.76934 5.31282 -2.72009
H -0.77364 5.72548 -1.00078
H -0.84567 8.03010 -1.49063
H -2.03494 8.67954 -2.60653
H -0.59403 7.66323 -3.15763
H -2.83442 3.89681 -3.54469
H -3.47024 5.25715 -2.95191
C 1.18736 -6.74489 -4.44978
C 2.10286 -5.82584 -3.57698
C 1.51193 -5.34790 -2.20345
O 2.17604 -4.25829 -1.67927
C 1.94926 -2.96742 -2.22801
N 3.30008 -6.61260 -3.30315
H 1.69044 -7.07323 -5.35929
H 0.35429 -6.10679 -4.74460
H 0.74342 -7.58217 -3.91127
H 2.33742 -4.91451 -4.12707
H 1.55926 -6.14636 -1.46297
H 0.45644 -5.07623 -2.18770
H 0.92436 -2.86824 -2.58557
H 2.52406 -2.83644 -3.14483
H 2.20646 -2.22886 -1.46876
H 3.75285 -6.27030 -2.46772
H 3.99359 -6.42403 -4.01279
C -1.79644 -1.98578 -0.97899
C -2.59009 -3.21101 -0.81850
C -2.84141 -3.70766 0.58398
O -3.08084 -2.64461 1.49934
C -3.26109 -3.08930 2.83369
N -3.90069 -2.88950 -1.45455
H -1.85333 -1.54306 -1.97341
H -0.74982 -2.09954 -0.69657
H -2.25503 -1.18948 -0.39273
H -2.11303 -3.98743 -1.41656
H -2.07601 -4.40182 0.93097
H -3.70844 -4.36762 0.55585
H -2.43915 -3.63361 3.29869
H -4.11755 -3.76341 2.82077
H -3.47506 -2.23916 3.48146
H -4.30437 -2.08915 -0.98916
H -3.63104 -2.47103 -2.33334
C 2.36218 -0.51414 3.48851
C 1.72763 -1.58224 2.62309
C 1.39003 -2.91037 3.28619
O 0.55039 -2.63403 4.38910
C 0.02139 -3.83136 4.90188
N 0.51745 -1.01097 1.97736
H 3.22761 -0.83601 4.06778
H 1.66437 -0.23600 4.27832
H 2.51045 0.44067 2.98407
H 2.42890 -1.81119 1.82066
H 2.28343 -3.43233 3.62893
H 0.99210 -3.58248 2.52593
H -0.39491 -4.51346 4.16057
H -0.68684 -3.59595 5.69628
H 0.84632 -4.28656 5.44996
H -0.07911 -1.78759 1.73021
H 0.07556 -0.46477 2.70296
C -0.98520 1.94926 2.52654
C -2.29910 2.22323 3.27060
C -3.08942 3.43360 2.78601
O -2.33713 4.61518 3.06599
C -2.78864 5.78803 2.39579
N -3.12606 1.01966 3.52724
H -1.12490 1.61256 1.49931
H -0.46039 1.16254 3.06854
H -0.33369 2.82308 2.53454
H -1.97705 2.50756 4.27237
H -4.02055 3.41100 3.35221
H -3.35364 3.38375 1.72970
H -3.61463 6.28569 2.90390
H -3.16745 5.52166 1.40906
H -2.00902 6.53472 2.24502
H -3.98952 1.24025 4.00250
H -2.48277 0.41735 4.02071
C 4.12136 -0.14751 -1.57737
C 4.20812 1.39077 -1.76942
C 3.87325 2.30461 -0.58962
O 2.57780 2.04758 -0.07322
C 2.09654 3.08686 0.81218
N 5.63444 1.59538 -2.03305
H 3.59713 -0.30103 -0.63412
H 4.98060 -0.81606 -1.63081
H 3.47058 -0.52662 -2.36531
H 3.52129 1.59317 -2.59124
H 3.97195 3.32964 -0.94692
H 4.71314 2.13289 0.08358
H 1.03117 3.01528 0.59318
H 2.53436 4.07979 0.70973
H 2.42337 2.89280 1.83376
H 5.78856 1.18742 -2.94403
H 5.82684 2.57907 -2.15738
O 0.29696 0.02810 -3.61182
H -0.04123 0.91436 -3.73992
H 0.59801 0.01510 -2.70328
O 0.76992 0.35070 -0.67565
H 1.17886 1.15367 -0.35279
H 0.68907 -0.20569 0.09903

[3]
118
Properties=species:S:1:pos:R:3 method="wB97M-V/def2-TZVPD" charge=-1 lumo_ha=0.0871 energy_ev=-133159.9164 e_above_lowest_kcal_mol=0.0
As -2.20960 21.77342 24.19476
F -0.62443 21.13989 24.55844
F -2.93853 20.21512 24.38421
F -3.79646 22.44157 23.86681
F -1.43243 23.32699 23.96298
F -2.02166 21.49925 22.48319
F -2.40612 22.19791 25.86968
C -0.90874 20.61202 28.44794
C -2.37875 20.22053 28.55076
C -2.69952 19.53881 29.90535
O -1.93426 18.35644 30.08515
C -2.31421 17.29086 29.23751
N -3.26325 21.40415 28.40152
H -0.29421 19.71279 28.57966
H -0.60427 21.33564 29.20790
H -0.61453 21.00054 27.47156
H -2.67614 19.54428 27.74681
H -3.75509 19.25908 29.94022
H -2.38917 20.28597 30.63651
H -1.40094 16.74579 28.97352
H -2.77965 17.60857 28.30549
H -2.89885 16.54671 29.78944
H -2.91991 21.82430 27.53849
H -3.03300 22.06136 29.14391
C -5.40381 19.19061 26.86156
C -5.28850 18.05956 25.84828
C -5.98896 18.40869 24.54369
O -7.39842 18.55126 24.68779
C -8.03823 18.51199 23.42678
N -3.85505 17.89629 25.55051
H -6.44836 19.48501 26.99470
H -4.87261 20.10069 26.57810
H -5.05221 18.85718 27.83909
H -5.72839 17.17198 26.30907
H -5.78476 17.58640 23.84156
H -5.59201 19.33974 24.11959
H -7.52493 19.11037 22.66697
H -9.02733 18.93640 23.59382
H -8.11011 17.48675 23.04850
H -3.50879 18.83899 25.37559
H -3.67290 17.34377 24.72031
C -2.63699 25.78528 18.93030
C -3.53638 24.60063 19.23003
C -4.94462 25.06036 19.58607
O -5.03882 25.84108 20.74297
C -4.77854 25.12395 21.93295
N -3.52325 23.67321 18.08228
H -3.12142 26.51569 18.28237
H -1.70858 25.44593 18.45803
H -2.24524 26.26257 19.83210
H -3.11349 24.09233 20.11057
H -5.66879 24.23195 19.64896
H -5.29979 25.62386 18.71435
H -3.71693 24.90030 22.07332
H -5.32259 24.17181 21.92769
H -5.10887 25.69104 22.80098
H -2.54708 23.38903 18.04452
H -4.02143 22.81596 18.35906
C -6.82623 21.81773 16.98790
C -5.57314 20.98448 16.85100
C -5.15980 20.38511 18.18432
O -4.96595 21.45541 19.10340
C -4.39413 21.01494 20.33276
N -5.88708 19.81992 15.96889
H -7.73287 21.26166 17.22671
H -7.10994 22.25170 16.01811
H -6.68594 22.68213 17.63408
H -4.68973 21.47763 16.43916
H -4.21913 19.82840 18.08333
H -5.93756 19.72088 18.57508
H -3.36985 20.72446 20.07871
H -4.99921 20.18736 20.71727
H -4.41664 21.82899 21.05301
H -5.04963 19.24628 15.92203
H -6.03135 20.19846 15.03826
C -2.65650 25.29758 27.09169
C -1.27706 25.05582 27.67104
C -0.19453 24.67122 26.65086
O 1.08031 24.76869 27.24357
C 1.99215 23.86936 26.66137
N -0.88479 26.22777 28.48510
H -2.61437 26.14576 26.39874
H -3.34251 25.58078 27.88779
H -3.01443 24.42473 26.55056
H -1.35728 24.14644 28.28216
H -0.21496 25.32790 25.76784
H -0.50906 23.70080 26.25330
H 2.16611 24.14465 25.60992
H 1.63997 22.83828 26.73300
H 2.99781 23.96342 27.07457
H 0.12611 26.14964 28.55838
H -1.06684 27.05098 27.91780
C -7.21792 23.47744 24.87545
C -7.31943 22.12810 24.18087
O -6.48421 22.08765 23.02878
O -6.01836 23.61513 25.63249
H -8.00299 23.55318 25.63050
H -7.28208 24.28136 24.13725
H -8.33940 21.98875 23.81072
H -7.16594 21.30979 24.89139
H -5.56665 22.04899 23.32610
H -5.25303 23.33074 25.11973
C -0.23384 16.62787 25.33473
C -0.15244 18.13186 25.39990
O 0.79369 18.67616 24.48408
O -0.78339 16.12123 24.12869
H -0.84126 16.29196 26.17752
H 0.77006 16.21592 25.49353
H 0.07651 18.49319 26.40980
H -1.16179 18.52519 25.23281
H 0.65005 19.62922 24.53380
H -0.04380 15.90960 23.55498
O -0.65043 19.94739 20.48490
H -0.32822 19.21085 21.01355
H -1.23381 20.43170 21.08358
O 0.18028 25.49528 23.08422
H 0.12529 25.06891 22.22432
H -0.13304 24.82308 23.70211

[4]
118
Properties=species:S:1:pos:R:3 method="wB97M-V/def2-TZVPD" charge=+1 lumo_ha=-0.2796 energy_ev=-113923.5797
Zn -2.11775 1.70819 25.16402
C -1.80485 3.10030 21.73024
C -2.49135 1.76964 22.07131
C -1.56756 0.60499 21.65977
O -2.93145 1.73062 23.40538
H -1.84817 3.17453 20.64091
H -0.79160 3.21314 22.11182
H -2.42726 3.93589 22.06536
H -3.38838 1.64358 21.45967
H -0.62946 0.56676 22.21834
H -1.29473 0.70623 20.60606
H -2.07212 -0.36221 21.69161
C -2.52086 4.94056 25.51663
O -2.23902 3.71277 25.40900
N -1.67618 5.88918 25.95291
N -3.70087 5.39571 25.03140
H -2.02663 6.82224 26.05486
H -0.73297 5.61049 26.16382
H -4.25740 4.74376 24.48484
H -4.12599 6.19742 25.46263
C -5.14855 -1.36232 24.46186
O -6.20019 -1.97746 24.58578
N -4.29196 -1.31274 25.53015
N -4.69194 -0.83325 23.30260
H -4.64587 -1.66311 26.40489
H -3.36001 -0.93725 25.55115
H -5.26430 -0.90073 22.48124
H -3.90419 -0.21502 23.35746
C -1.51604 -3.57177 23.67958
O -1.58552 -4.61702 23.04410
N -1.78205 -3.42613 24.99799
N -1.27674 -2.37904 23.07623
H -1.74697 -2.47835 25.31540
H -2.08271 -4.09355 25.68046
H -1.19801 -1.58629 23.68019
H -1.05748 -2.34678 22.10077
C 1.66939 5.20321 24.30892
O 1.85246 6.25937 23.71013
N 0.54237 4.46061 24.16961
N 2.63970 4.63048 25.07954
H -0.24033 4.76586 23.61748
H 0.39785 3.62614 24.69970
H 3.40590 5.27412 25.21609
H 2.39707 3.84561 25.64499
C -6.64417 1.68880 18.87722
O -7.09265 1.96506 17.77813
N -6.86902 2.44551 20.00067
N -5.79212 0.63833 19.06057
H -7.57130 3.16003 20.01710
H -6.30898 2.23339 20.80200
H -5.30276 0.49943 19.92423
H -5.23589 0.30538 18.29062
C 0.67844 5.51852 18.65334
C 0.90388 4.00868 18.56983
O 2.24384 3.70119 18.22461
H 0.76121 5.98636 17.67314
H 1.41884 5.99958 19.29561
H -0.32515 5.69667 19.04529
H 0.29826 3.55134 17.78511
H 0.63265 3.51055 19.51205
H 2.82030 4.33823 18.65877
C 2.43456 1.79539 22.13606
C 3.12989 2.46083 20.94076
O 4.52638 2.64369 21.22132
H 3.08833 1.01233 22.52738
H 1.45660 1.39035 21.87221
H 2.34675 2.53732 22.93191
H 2.78359 3.49647 20.97117
H 3.00705 1.94930 19.99091
H 4.94719 1.81302 20.96800
C 0.23725 8.61641 21.00826
C -0.65523 8.50067 22.26406
C -1.53745 7.26161 22.18811
O 0.06568 8.45926 23.49539
H 0.48448 7.62010 20.63671
H 1.21268 9.07485 21.16193
H -0.39925 9.18145 20.32913
H -1.31216 9.36752 22.35477
H -2.16322 7.18011 21.29954
H -2.18013 7.23845 23.07153
H -0.90230 6.36986 22.23183
H 0.86886 7.94719 23.30812
C 1.62791 -1.85975 21.64537
C 1.69296 -2.01108 20.11483
C 2.86162 -1.22372 19.51817
O 1.78578 -3.35769 19.71714
H 1.12262 -2.75029 22.03408
H 1.07832 -1.02198 22.07129
H 2.62471 -1.94811 22.08147
H 0.80726 -1.53981 19.66600
H 2.71216 -0.15644 19.67402
H 2.77925 -1.38976 18.44369
H 3.80412 -1.54777 19.95510
H 1.07654 -3.85894 20.13448
C -6.92128 3.94455 25.22540
C -6.18486 2.75080 24.63410
C -7.09537 1.83748 23.83376
O -5.22289 3.32921 23.70930
H -7.58671 4.44482 24.51814
H -6.37844 4.76678 25.69419
H -7.60261 3.61158 26.01535
H -5.61736 2.18960 25.38494
H -7.83260 1.26986 24.39943
H -6.55916 1.09161 23.24034
H -7.57573 2.40706 23.03361
H -4.55724 2.63803 23.53010
C -5.08048 5.32793 20.14428
C -4.93619 6.02690 21.51373
C -5.06577 7.52501 21.28196
O -5.99764 5.64106 22.37440
H -5.02108 4.24250 20.22687
H -4.31047 5.70237 19.47150
H -6.09666 5.56974 19.83507
H -3.94816 5.86467 21.95786
H -6.05266 7.76753 20.88239
H -4.25204 7.97792 20.72230
H -5.12526 8.02182 22.25735
H -5.73345 4.78771 22.75768